29
Properties=species:S:1:pos:R:3:forces:R:3 method="wB97M-V/def2-TZVPD" total_charge=+1 e_lumo_ev=-8.479 relative_energy_kcal_mol=0.0 spin_multiplicity=1 e_homo_ev=-10.74
P 0.897 1.476 1.856 1.0139 2.4036 -0.4311
F 1.752 -2.111 -0.210 1.3253 0.0691 2.0690
O 0.540 2.190 3.245 -0.7450 -0.8276 -1.2917
O 1.770 0.262 1.829 -0.3198 -0.5138 1.0603
O -0.434 1.383 0.985 1.3323 0.4906 1.7288
O 1.615 2.689 1.134 -0.4604 -0.6166 -0.0059
N -0.270 -2.307 -2.209 -1.1137 -0.6352 -1.0418
C -2.258 -1.880 -3.294 1.6687 -0.5156 1.8179
C -1.805 -3.151 -3.669 0.2663 0.6332 -0.7137
C -1.263 -1.438 -2.282 -1.8889 0.9309 -1.4510
C -0.934 0.099 0.982 -2.1739 -2.8500 -2.1366
C -0.574 -3.350 -3.071 0.8918 -0.5936 1.7755
C 2.664 2.332 0.240 1.2930 0.0606 -0.1632
C -0.733 2.839 3.391 -2.0596 1.2699 1.9624
Be 3.102 -1.865 1.822 -2.6556 1.1175 -2.5556
H 2.706 2.986 -0.630 -0.2741 0.1579 0.3018
H -0.767 3.872 3.736 1.8552 0.3742 -0.0314
H 0.454 -2.299 -1.506 0.7768 0.0518 0.3620
H -0.672 -0.660 1.720 0.4961 0.7120 0.5194
H -1.273 2.442 4.251 0.1827 -0.9592 -0.2043
H -3.162 -1.368 -3.589 0.1969 0.0351 0.0817
H -2.193 -3.872 -4.373 -0.3154 0.2682 0.0500
H 2.632 1.298 -0.105 -0.3553 0.0705 -0.0110
H -1.249 -0.521 -1.713 -0.1050 -0.0921 -0.2358
H 0.040 -4.229 -2.940 -0.0766 -0.0934 -0.6111
H 3.568 2.435 0.840 0.2915 0.0845 -0.4060
H -2.022 0.085 0.919 -0.1158 0.5220 0.3621
H -0.648 -0.336 0.025 0.3051 -0.2612 0.2339
H -1.485 3.001 2.619 0.7633 -1.2929 -1.0347

32
Properties=species:S:1:pos:R:3:forces:R:3 method="wB97M-V/def2-TZVPD" e_lumo_ev=0.323 spin_multiplicity=1 e_homo_ev=-9.48
Br -1.773 1.106 -4.450 0.0836 -0.0255 0.1200
S -2.051 2.373 0.968 -0.2602 -0.1257 0.0848
P -3.312 1.786 -2.953 -0.2338 -0.0936 0.1288
F -1.383 -0.548 -1.547 -0.0981 0.0709 -0.0646
O -2.769 1.576 -0.217 -0.1026 -0.0849 -0.0751
O -3.956 0.418 -2.364 0.0820 -0.0162 -0.2451
O -1.885 1.504 2.070 0.0413 -0.1408 0.1045
O 2.350 -0.744 0.359 0.0922 0.0001 -0.0035
O -2.688 3.635 1.129 0.0236 0.0776 0.0335
O -0.682 2.554 0.220 0.0279 0.3192 -0.3079
N 2.578 -2.874 1.019 0.0102 -0.0301 0.0268
C -2.362 2.270 -1.401 0.3639 0.3451 -0.2065
C 2.411 -1.552 1.274 -0.0364 0.0605 0.0329
C 2.664 -3.966 1.968 0.0063 0.0119 -0.1442
C 2.295 -1.125 2.718 -0.0004 0.0392 -0.0205
C 0.157 1.303 -1.576 0.1141 -0.0501 -0.0310
C -0.819 2.417 -1.255 -0.1426 -0.1920 0.7437
C -0.191 -0.060 -1.021 0.3014 -0.0895 -0.0387
H 0.388 1.258 -2.637 -0.1929 -0.0068 -0.0938
H 1.088 1.579 -1.071 0.0217 0.0414 -0.0630
H 1.865 -4.689 1.798 -0.0139 0.0016 0.0441
H 2.648 -3.092 0.037 0.0007 0.0026 -0.0035
H 2.162 -0.048 2.740 -0.0031 0.0000 -0.0277
H 3.195 -1.385 3.276 -0.0206 -0.0254 0.0276
H -0.523 3.382 -1.660 0.1499 -0.1022 -0.2095
H -4.637 0.095 -2.970 -0.0122 -0.0219 0.1489
H 1.438 -1.597 3.198 0.0193 -0.0171 0.0244
H -0.260 -0.041 0.067 -0.2154 0.0350 -0.0162
H -2.747 3.295 -1.297 0.0358 0.0181 0.0018
H 2.573 -3.589 2.981 -0.0010 -0.0065 0.0149
H 3.621 -4.482 1.877 0.0088 0.0030 0.0458
H 0.604 -0.759 -1.277 -0.0494 0.0023 -0.0317

26
Properties=species:S:1:pos:R:3:forces:R:3 method="wB97M-V/def2-TZVPD" total_charge=+1 e_lumo_ev="-5.249 / -5.803" relative_energy_kcal_mol=90.9 spin_multiplicity=1 e_homo_ev="-13.07 / -13.10"
Br 4.681 -0.485 0.374 -0.8156 -0.0247 -0.8025
N 3.196 1.864 -1.321 1.3278 -0.6850 -1.1235
N 0.019 -0.273 -0.019 1.9562 1.1982 0.2152
N 2.085 -0.699 -0.935 -1.4839 -0.7103 -0.1291
N 3.282 -0.315 -1.052 2.5675 1.3192 -0.1378
C -0.235 -2.656 -0.254 -0.3717 -1.4556 -1.0979
C -1.637 1.722 0.136 -0.7839 -0.7280 1.3554
C -0.933 0.490 0.824 -1.1968 0.9941 1.4185
C 1.341 0.024 -0.142 -3.5563 1.4772 2.7295
C 1.827 1.273 0.613 -1.5905 -0.8060 1.2714
C -0.526 -1.306 -0.881 -2.7259 0.8964 -0.8476
C 2.538 2.185 -0.352 -2.0752 2.1143 1.6493
H 0.810 -2.786 -0.115 1.2092 0.2509 0.0455
H -0.436 -3.493 -1.002 -0.4744 0.9377 1.3165
H 3.673 -0.609 -1.938 0.6413 -0.0363 0.0085
H -1.199 2.664 -0.068 1.9531 0.4813 -0.3714
H 0.954 1.852 1.147 1.7817 -1.2479 -1.5189
H 2.164 3.263 -0.139 1.2054 -1.1955 -0.8302
H -0.630 -2.798 0.780 -0.4013 0.0577 -1.0978
H -0.178 -1.112 -1.967 -0.3592 -0.7394 1.8438
H -1.681 -1.031 -0.861 2.2661 -1.0221 -0.3521
H -1.750 -0.175 1.274 1.0784 0.3477 -1.4712
H -2.301 1.579 -0.686 -0.1206 -1.0384 -0.9362
H 2.455 0.936 1.453 0.2082 0.2614 -0.4113
H -0.546 0.835 1.840 0.3424 -0.3919 -1.6226
H -2.337 2.103 0.857 -0.5821 -0.2549 0.8966

29
Properties=species:S:1:pos:R:3:forces:R:3 method="wB97M-V/def2-TZVPD" smiles="CCOC(C)=O.ClCCl.ClCCl.ClCCl" e_lumo_ev=0.389 spin_multiplicity=1 e_homo_ev=-10.48
Cl 24.972 19.055 -0.886 -0.7535 -0.6269 -0.2176
Cl 16.499 20.428 -2.350 -0.0457 -0.1863 0.1504
Cl 21.483 22.024 -1.385 -0.0451 -0.0688 -0.0277
Cl 20.539 19.418 -2.329 0.2241 0.5168 -0.4824
Cl 24.920 16.375 -2.004 0.5734 -0.8598 -0.8447
Cl 17.397 23.110 -1.714 -0.4250 1.2036 0.7295
O 19.621 26.255 -4.709 0.9929 -3.2174 0.3522
O 19.959 23.924 -4.613 0.5827 1.4114 -0.3188
C 19.939 23.665 -6.045 -1.5374 -0.2958 -0.6295
C 18.588 23.043 -6.406 -0.6638 -1.0688 0.7355
C 23.940 17.644 -1.425 -0.7039 1.2209 1.2133
C 19.921 25.213 -4.103 -1.1325 2.4161 -1.5592
C 20.082 25.270 -2.629 -0.3645 -1.4909 0.9052
C 21.425 20.908 -2.769 0.5086 0.3714 0.3489
C 17.546 21.792 -2.780 0.5914 -1.3559 -1.1289
H 19.762 24.302 -2.245 -0.1470 0.0185 0.1264
H 20.996 21.483 -3.589 -0.4049 -0.5003 0.0638
H 20.714 22.925 -6.249 0.1637 0.2426 0.1775
H 18.492 22.078 -5.909 0.1552 -0.2735 0.0492
H 17.299 22.011 -3.818 -0.0051 0.4547 0.3026
H 18.387 22.825 -7.455 0.5803 0.2905 -0.1710
H 19.396 26.019 -2.233 0.4030 0.1307 -0.0809
H 23.180 18.027 -2.105 0.5301 -0.1255 -0.3900
H 21.087 25.339 -2.214 0.1255 0.5120 -0.5224
H 20.026 24.494 -6.748 0.6239 0.6364 0.8843
H 17.698 23.563 -6.050 0.3251 0.6841 0.0507
H 23.384 17.240 -0.578 0.2987 0.4020 0.2209
H 18.582 21.459 -2.730 -0.2104 -0.1571 -0.0175
H 22.462 20.677 -3.012 -0.2397 -0.2849 0.0798

79
Properties=species:S:1:pos:R:3:forces:R:3 method="wB97M-V/def2-TZVPD" total_charge=-3 e_lumo_ev=4.294 relative_energy_kcal_mol=16.2 spin_multiplicity=1 e_homo_ev=-1.92
Zn 3.340 -1.334 -15.555 0.3344 1.4428 -0.0297
Zn 6.855 2.986 -13.643 -0.5871 0.3870 -0.7361
S 0.075 2.935 -21.304 -3.8057 0.7803 -2.0147
S 4.988 -2.682 -12.899 1.0550 0.9235 1.0590
S 5.521 5.085 -11.292 -2.2995 0.8646 0.9697
S 7.769 5.318 -15.758 1.6881 -0.1446 0.0937
S -1.048 -0.307 -18.442 -0.6076 0.8223 -2.0044
S 3.704 1.977 -14.647 -0.0973 1.3429 1.1336
S 8.600 0.816 -15.750 1.0864 -1.1323 1.6141
F 2.767 4.067 -16.062 0.2863 0.5898 0.1936
F 4.788 -5.047 -11.797 -0.2347 -0.5333 -0.1064
F 6.902 4.049 -17.837 -0.4862 0.1719 -0.7777
F 7.070 6.724 -12.578 0.1097 0.6740 0.1082
F -1.357 0.308 -15.838 0.1887 -0.3106 0.2363
F 5.696 5.854 -17.358 -0.5989 -0.6010 -0.0712
F -0.234 1.812 -16.857 0.0529 -0.7287 -0.2591
F 7.606 6.112 -18.240 0.2379 -0.5399 -0.6197
F 2.000 1.774 -19.800 0.3903 -0.2269 0.3732
F 9.197 2.212 -17.886 -0.3828 0.3498 -0.2241
F 2.159 2.156 -16.808 0.9393 0.3917 0.2200
F 2.728 3.182 -21.292 0.0843 -0.4314 0.0763
F 1.779 3.947 -19.517 0.0943 -0.8309 0.0421
F 3.959 -4.929 -13.841 0.3649 -0.5159 0.0663
F 7.165 1.425 -17.834 -0.1857 -0.5314 -0.8761
F 4.192 2.841 -17.150 0.1358 -0.0815 0.1806
F 8.960 0.139 -18.234 -0.8819 -0.4905 -0.4646
F 0.721 -0.070 -16.315 -1.1712 0.1786 0.9518
F 5.552 7.783 -11.418 -0.0390 0.3988 0.1645
F 2.863 -4.109 -12.207 -0.2263 -0.1315 0.4272
F 5.024 6.777 -13.270 -0.1022 0.3283 0.1095
O 5.191 -1.191 -16.627 0.9511 -0.1959 0.0448
O 0.845 3.883 -12.477 -0.1035 -0.0861 -0.1490
O 10.032 0.862 -15.482 -1.2600 -0.0103 -0.5296
O -2.060 0.611 -18.942 0.7583 -0.8081 1.4354
O 9.032 4.645 -16.028 -0.9037 0.1112 -0.0740
O -1.540 -1.625 -18.094 0.1839 -0.0121 0.9952
O 1.620 -1.348 -14.175 -0.3089 -0.4023 0.0786
O 3.544 0.558 -14.939 0.1520 0.4488 -0.0211
O 0.120 1.900 -22.328 1.4160 -0.2286 0.5566
O 2.837 2.450 -13.583 0.5913 -0.7511 -1.4559
O -0.082 4.264 -21.912 1.7789 -0.1032 0.5098
O 6.341 -3.022 -13.246 -0.4926 -0.4527 -0.2845
O 0.938 6.136 -14.082 -0.0158 0.4229 -0.3343
O -1.018 2.739 -20.372 1.5166 -0.2634 0.9952
O 7.845 1.832 -14.990 0.3334 -0.3470 -0.7618
O 0.151 -0.361 -19.274 0.4601 0.1318 1.1608
O 4.858 -1.929 -11.666 -0.4184 -0.7844 -0.4969
O 4.210 -2.073 -13.982 -0.2222 -0.6062 -0.4646
O 7.904 6.695 -15.367 -0.5452 0.1318 -0.2919
O 5.086 2.392 -14.459 -0.7969 -0.5792 -0.8660
O 4.076 5.027 -11.139 1.0205 0.1127 -0.1381
O 6.656 1.447 -12.314 0.8297 -0.9157 0.4762
O 6.886 4.544 -14.853 -0.1268 0.3789 -0.6187
O 6.265 5.146 -10.051 0.3556 0.0615 -0.6931
O 5.998 4.105 -12.265 0.5973 -0.0241 0.1191
O 4.720 4.296 -19.542 -0.1629 -0.0982 -0.2514
O 7.995 -0.520 -15.619 -0.1346 0.8678 -0.5292
O 2.632 -0.522 -17.333 1.1294 -0.8905 -0.7686
C 4.099 -4.317 -12.662 0.3163 1.7007 -0.3390
C 1.748 2.909 -20.411 -1.6006 1.4823 -0.9643
C 8.435 1.169 -17.577 1.2855 0.9732 1.9873
C -0.412 0.487 -16.782 -2.4692 0.7296 -0.9800
C 3.190 2.846 -16.277 -0.8818 -1.3949 0.6602
C 6.901 5.312 -17.444 1.2079 0.9983 2.4959
C 5.792 6.734 -12.184 0.4909 -2.3096 -0.1367
H 1.688 -0.357 -17.488 0.2754 -0.2897 -0.4419
H 5.213 -1.078 -17.582 -0.0550 0.0088 -0.0323
H 5.982 1.067 -11.736 -0.2423 0.3660 -0.1784
H 1.474 6.143 -14.883 0.0556 -0.1419 0.0439
H 6.135 -1.068 -16.330 -0.7164 0.0022 0.2541
H 3.086 -0.059 -18.047 0.1816 -0.1030 0.1239
H 0.461 6.970 -14.099 -0.0229 -0.0417 0.0501
H 4.916 4.000 -18.652 -0.0608 0.0245 -0.0869
H 3.806 4.020 -19.699 0.4123 0.2828 0.0321
H 0.781 4.637 -13.088 0.1216 -0.3461 0.3750
H 7.363 0.787 -12.345 -0.1461 -0.0495 -0.1676
H 1.106 -0.615 -13.803 0.3295 0.1469 -0.3866
H 1.156 -2.147 -13.901 0.0992 0.0012 -0.0454
H 1.633 3.392 -12.777 -0.5056 0.4353 0.2577

28
Properties=species:S:1:pos:R:3:forces:R:3 method="wB97M-V/def2-TZVPD" smiles="C[C@](O[Si](C)(C)C)(C(N)=O)C(F)(F)F" e_lumo_ev=0.593 relative_energy_kcal_mol=3.0 spin_multiplicity=1 e_homo_ev=-9.97
Si 0.161 -0.076 -1.374 2.5675 0.4767 -1.4661
F 1.487 2.009 1.317 -0.5252 -1.3800 -0.4423
F 1.919 0.374 2.664 0.5000 -1.0057 -0.2430
F 0.441 1.805 3.111 -1.1011 -0.3117 0.7000
O -1.381 -0.891 3.170 -0.1271 0.1002 0.4055
O 0.541 -0.230 0.233 -0.3389 -0.7304 0.8592
N 0.353 -1.987 2.281 4.6031 -4.3298 -0.1289
C -0.172 0.150 1.410 0.9954 2.0665 -1.6635
C 1.494 -1.091 -2.338 -5.0599 -1.9461 1.1441
C 0.451 1.703 -2.135 -2.3478 0.4231 2.9670
C -1.470 0.926 1.069 -0.3090 -0.1666 1.9752
C -1.506 -0.792 -1.746 -0.0437 0.3055 -0.7903
C 0.916 1.039 2.124 0.0674 2.6125 -0.0882
C -0.467 -0.982 2.382 -0.9740 1.2274 -0.4024
H 0.958 1.809 -3.029 0.8214 -0.6951 -2.2642
H -2.268 0.076 1.040 0.9655 2.2368 0.0375
H 0.993 -1.161 -3.302 0.7521 0.2402 -0.5566
H -0.647 1.990 -2.309 1.5630 0.4501 0.1902
H -1.460 -1.868 -1.487 -0.3799 0.5301 -0.5261
H -1.576 1.694 1.919 -0.6398 -1.5159 -1.0423
H 2.456 -0.865 -2.269 4.0365 2.2834 -0.4463
H 1.180 -2.097 1.579 -2.4638 1.0555 1.5891
H 1.031 2.480 -1.535 -1.2993 -1.0611 -0.0137
H -1.417 1.574 0.180 0.1781 -0.7256 0.0358
H 1.620 -2.131 -2.029 -0.8585 -0.3914 0.2876
H -1.829 -0.527 -2.779 0.6973 -0.9402 0.1696
H 0.509 -2.632 3.102 -0.8864 1.1117 -1.3274
H -2.315 -0.300 -1.250 -0.3926 0.0799 1.0407

Computed values of energy (unit: a.u.) for the preceding records, in sequence: -1086.39948, -4194.76710, -3067.70792, -3186.72131, -10825.34209, -1069.49293.